Computed, not measured: a cluster of 2 separate species, C25H33Si in total in a non-equilibrium geometry, with the ωB97M-V functional and the def2-TZVPD basis.

LUMO energy   -0.1930 hartree
DFT total energy   -34331.4007 eV
Charge   +1

Bonds (Å) are listed after each position.
Atoms and positions in Å:
1 C -6.17 -4.64 0.20  C2 1.495, H18 1.093, H19 1.096, H20 1.097
2 C -4.86 -3.93 0.01  C1 1.495, C3 1.405, C17 1.404
3 C -3.78 -4.21 0.86  C2 1.405, C4 1.382, H21 1.094
4 C -2.57 -3.57 0.69  C3 1.382, C5 1.424, H22 1.095
5 C -2.38 -2.60 -0.34  C4 1.424, C6 1.424, C16 1.432
6 C -1.11 -1.99 -0.53  C5 1.424, C7 1.386, H23 1.096
7 C -0.89 -0.93 -1.40  C6 1.386, C8 1.398, H24 1.098
8 C 0.36 -0.41 -1.73  C7 1.398, C9 1.444, H25 1.093
9 C 0.51 0.38 -2.93  C8 1.444, C10 1.417, C15 1.419
10 C 1.64 0.22 -3.77  C9 1.417, C11 1.389, H26 1.090
11 C 1.74 0.97 -4.94  C10 1.389, C12 1.402, H27 1.092
12 C 0.77 1.93 -5.26  C11 1.402, C13 1.498, C14 1.403
13 C 0.92 2.75 -6.51  C12 1.498, H28 1.099, H29 1.101, H30 1.103
14 C -0.36 2.08 -4.44  C12 1.403, C15 1.389, H31 1.092
15 C -0.49 1.32 -3.29  C9 1.419, C14 1.389, H32 1.093
16 C -3.50 -2.31 -1.17  C5 1.432, C17 1.390, H33 1.092
17 C -4.71 -2.97 -1.00  C2 1.404, C16 1.390, H34 1.094
18 H -6.90 -4.31 -0.54  C1 1.093
19 H -6.04 -5.72 0.10  C1 1.096
20 H -6.57 -4.45 1.21  C1 1.097
21 H -3.90 -4.96 1.64  C3 1.094
22 H -1.71 -3.81 1.33  C4 1.095
23 H -0.27 -2.34 0.09  C6 1.096
24 H -1.77 -0.46 -1.86  C7 1.098
25 H 1.26 -0.82 -1.26  C8 1.093
26 H 2.39 -0.51 -3.50  C10 1.090
27 H 2.58 0.81 -5.62  C11 1.092
28 H 0.10 3.47 -6.59  C13 1.099
29 H 1.88 3.31 -6.47  C13 1.101
30 H 0.94 2.12 -7.41  C13 1.103
31 H -1.13 2.79 -4.72  C14 1.092
32 H -1.35 1.47 -2.63  C15 1.093
33 H -3.38 -1.59 -1.99  C16 1.092
34 H -5.55 -2.74 -1.66  C17 1.094
35 C 1.43 -0.08 5.13  Si36 1.869, H44 1.099, H45 1.099, H46 1.098
36 Si 2.17 1.36 4.19  C35 1.869, C37 1.870, C38 1.875, C39 1.935
37 C 1.05 2.85 4.28  Si36 1.870, H47 1.099, H48 1.098, H49 1.101
38 C 3.82 1.79 4.97  Si36 1.875, H50 1.098, H51 1.099, H52 1.098
39 C 2.47 0.80 2.36  Si36 1.935, C40 1.558, C43 1.505, H53 1.105
40 C 3.17 1.87 1.48  C39 1.558, C41 1.567, H54 1.103, H55 1.097
41 C 2.43 1.88 0.10  C40 1.567, C42 1.501, H56 1.103, H57 1.103
42 C 1.21 1.04 0.35  C41 1.501, C43 1.357, H58 1.085
43 C 1.25 0.42 1.56  C39 1.505, C42 1.357, H59 1.095
44 H 2.09 -0.95 5.11  C35 1.099
45 H 1.28 0.22 6.18  C35 1.099
46 H 0.45 -0.37 4.72  C35 1.098
47 H 1.50 3.73 3.80  C37 1.099
48 H 0.08 2.66 3.80  C37 1.098
49 H 0.87 3.09 5.33  C37 1.101
50 H 4.29 2.66 4.49  C38 1.098
51 H 3.65 2.04 6.03  C38 1.099
52 H 4.52 0.95 4.93  C38 1.098
53 H 3.13 -0.06 2.51  C39 1.105
54 H 3.08 2.88 1.93  C40 1.103
55 H 4.25 1.67 1.40  C40 1.097
56 H 2.16 2.90 -0.21  C41 1.103
57 H 3.08 1.46 -0.68  C41 1.103
58 H 0.35 1.11 -0.30  C42 1.085
59 H 0.51 -0.27 1.98  C43 1.095